[1]
ORCA calculation (ωB97M-V/def2-TZVPD) on the ion C2HN2O2 with charge +1 at a distorted geometry.

Computed properties:
frontier orbital gap	8.8	eV
spin multiplicity	1
relative energy (zero: lowest compared OMol25 entry of this formula, charge and spin)	7.6	kJ/mol
charge	+1
DFT total energy	-336.33111	a.u.

Element x y z (Å)
H1 2.18 0.28 -0.04
O1 0.46 -1.33 0.05
N1 0.15 0.99 0.01
O2 -2.15 0.75 0.03
C1 -1.09 0.36 -0.02
C2 1.15 0.19 0.00
N2 -0.70 -1.23 -0.03



[2]
ORCA calculation (ωB97M-V/def2-TZVPD) on an isolated molecule of C2H4N2OS at a distorted geometry.

Computed properties:
frontier orbital gap	9.0	eV
spin multiplicity	1
SMILES	[H]/N=C\NOC=S
relative energy (zero: lowest compared OMol25 entry of this formula, charge and spin)	528.1	kJ/mol
DFT total energy	-661.38441	a.u.

Element x y z (Å)
H1 1.42 -2.02 -1.41
S1 -1.36 2.67 1.61
N1 2.01 -1.29 -0.75
N2 -0.29 -0.48 -0.15
H2 -1.61 0.06 1.26
H3 1.58 0.58 0.00
H4 -0.82 -1.11 -0.69
O1 -0.94 0.80 -0.34
C1 -1.17 1.20 0.89
C2 1.17 -0.40 -0.41



[3]
ORCA calculation (ωB97M-V/def2-TZVPD) on an isolated molecule of C5H5N at a distorted geometry.

Computed properties:
frontier orbital gap	8.0	eV
spin multiplicity	1
relative energy (zero: lowest compared OMol25 entry of this formula, charge and spin)	663.7	kJ/mol
DFT total energy	-248.02226	a.u.

Element x y z (Å)
C1 2.78 2.64 -2.83
N1 0.38 0.04 0.31
H1 -1.64 -0.28 0.10
H2 -0.93 -0.84 1.63
H3 -0.58 -1.71 0.19
H4 0.43 0.75 -1.79
C2 2.30 1.46 -0.67
C3 -0.82 -0.72 0.46
H5 2.95 1.36 0.20
C4 0.74 0.58 -0.72
C5 2.61 2.20 -1.67



[4]
ORCA calculation (ωB97M-V/def2-TZVPD) on an isolated molecule of C2H3NS2 at a distorted geometry.

Computed properties:
frontier orbital gap	7.8	eV
spin multiplicity	1
SMILES	N=C=CSS
relative energy (zero: lowest compared OMol25 entry of this formula, charge and spin)	207.2	kJ/mol
DFT total energy	-929.03840	a.u.

Element x y z (Å)
H1 -2.31 2.13 -1.36
H2 2.74 -0.94 1.95
S1 1.43 -0.67 -0.38
S2 2.46 -1.97 0.99
H3 -0.81 -0.54 0.82
C1 -1.21 0.75 -0.65
C2 -0.35 0.03 0.11
N1 -1.95 1.21 -1.48



[5]
ORCA calculation (ωB97M-V/def2-TZVPD) on a structure of composition C41H49Cl5InN11O4S2Si2Te.

Computed properties:
frontier orbital gap	7.2	eV
spin multiplicity	1
relative energy (zero: lowest compared OMol25 entry of this formula, charge and spin)	145.8	kJ/mol
charge	+2
DFT total energy	-6629.07333	a.u.

Element x y z (Å)
C1 -3.47 4.30 1.68
H1 -6.20 -2.33 -2.28
H2 1.85 0.61 3.45
N1 2.41 -1.27 -1.21
C2 4.74 5.78 5.12
C3 -2.26 4.65 2.27
C4 2.11 -1.43 -2.56
C5 1.17 6.16 4.12
C6 -0.25 -4.41 -3.12
C7 3.19 -5.34 2.01
H3 -3.29 -1.50 -0.10
O1 0.19 5.44 3.51
N2 2.32 0.80 1.36
C8 2.48 5.56 4.36
N3 -0.55 7.44 4.00
C9 -0.85 6.31 3.47
C10 -3.18 6.80 2.87
N4 -2.95 0.90 2.04
O2 1.15 1.34 -1.08
H4 3.73 1.57 4.91
Cl1 -1.32 0.15 -2.02
C11 0.28 -5.63 -5.95
H5 1.36 -5.58 -5.78
H6 -4.64 2.54 1.33
H7 0.92 -2.45 -5.50
C12 -4.39 6.44 2.30
C13 -0.16 -2.59 -5.53
C14 0.76 3.65 -3.87
Cl2 1.59 4.96 -4.58
H8 3.31 7.40 5.06
H9 -2.83 -4.24 -6.17
H10 5.94 4.00 5.04
H11 -0.49 -2.41 -6.56
C15 -3.71 2.97 0.98
C16 3.68 -1.56 -1.04
H12 -1.75 -0.75 2.51
Cl3 -1.14 4.04 -5.77
C17 0.64 1.92 -2.15
H13 -5.48 4.91 1.26
H14 1.88 3.61 3.71
C18 -4.19 -2.03 0.20
C19 -1.87 0.17 1.97
C20 -0.46 3.23 -4.43
C21 4.47 -1.54 0.23
Cl4 -2.60 1.57 -4.51
C22 3.23 -1.83 -3.21
H15 1.13 -1.22 -2.95
H16 3.52 1.55 -0.28
H17 0.10 -5.49 -7.02
H18 -0.07 -6.63 -5.68
H19 -0.62 -1.81 -4.91
N5 0.77 7.34 4.42
C23 -5.64 -4.74 -0.15
In1 0.81 -0.38 0.11
H20 5.24 1.97 4.08
S1 2.07 -4.40 0.89
H21 -2.79 -5.59 -5.04
H22 -5.02 -1.32 0.19
S2 0.74 -1.90 2.20
C24 3.50 6.35 4.87
C25 1.29 3.00 -2.76
H23 5.55 6.39 5.51
C26 4.96 4.43 4.85
H24 -1.03 2.53 -0.01
H25 -2.83 -5.19 -1.81
C27 -2.80 -4.26 -1.23
Te1 -1.54 -2.96 -2.33
H26 -3.78 3.13 -0.09
H27 -5.42 -3.56 -3.27
C28 1.59 -3.39 2.20
H28 -1.42 3.98 2.28
H29 3.79 -1.40 1.07
Si1 -0.64 -4.33 -5.00
H30 4.18 -4.88 1.98
C29 -1.48 1.82 0.68
Si2 -4.52 -3.49 -0.92
H31 0.78 -4.11 -2.90
O3 -0.44 -2.30 -0.85
H32 -5.90 -5.54 -0.85
H33 5.20 -0.73 0.23
H34 -5.22 7.12 2.31
C30 4.17 2.17 4.12
C31 2.49 0.98 2.66
H35 -3.05 7.77 3.33
C32 3.93 3.64 4.35
H36 -3.07 -3.94 -4.46
H37 -4.61 -2.02 -2.94
H38 3.24 -6.36 1.65
H39 5.17 -2.14 -2.39
H40 -2.23 -4.42 -0.31
N6 3.59 1.70 2.86
Cl5 2.80 3.51 -2.09
N7 4.18 2.01 1.67
H41 3.27 -5.29 4.18
H42 5.00 -2.48 0.36
N8 1.94 -3.88 3.37
C33 -1.11 2.14 -3.86
H43 -0.48 -5.36 -2.63
H44 1.78 -5.98 3.52
C34 2.69 4.21 4.11
H45 -5.17 -5.20 0.73
N9 -2.69 1.94 1.21
C35 3.38 1.47 0.79
C36 -4.53 5.19 1.71
C37 -0.56 1.52 -2.75
H46 1.63 -3.44 4.22
N10 -0.92 0.71 1.13
H47 -6.57 -4.26 0.18
C38 -5.24 -2.80 -2.51
O4 0.03 -3.54 -0.20
C39 -2.50 -4.54 -5.18
C40 2.55 -5.22 3.37
C41 -2.12 5.91 2.86
H48 -4.05 -2.35 1.24
H49 3.42 -2.05 -4.24
N11 4.21 -1.91 -2.24



[6]
ORCA calculation (ωB97M-V/def2-TZVPD) on an isolated molecule of C3H8BrOPS at a distorted geometry.

Computed properties:
frontier orbital gap	9.0	eV
spin multiplicity	1
SMILES	CC[P@@](=S)(Br)OC
relative energy (zero: lowest compared OMol25 entry of this formula, charge and spin)	144.2	kJ/mol
DFT total energy	-3507.89997	a.u.

Element x y z (Å)
H1 -0.51 -1.39 -2.35
H2 -2.02 0.76 0.21
C1 0.41 -1.27 -1.82
O1 0.59 0.16 -1.36
P1 1.21 0.57 0.00
H3 1.23 -1.65 -2.28
H4 -1.03 2.05 0.86
H5 -0.70 -0.95 0.83
H6 0.26 -1.94 -0.89
H7 -2.16 1.29 1.91
Br1 2.68 -1.19 0.41
C2 -0.48 0.01 1.21
S1 1.89 2.45 0.01
C3 -1.43 1.11 1.06
H8 0.07 -0.01 2.21



What did the third record say?
ORCA calculation (ωB97M-V/def2-TZVPD) on an isolated molecule of C5H5N at a distorted geometry.

Computed properties:
frontier orbital gap	8.0	eV
spin multiplicity	1
relative energy (zero: lowest compared OMol25 entry of this formula, charge and spin)	663.7	kJ/mol
DFT total energy	-248.02226	a.u.

Element x y z (Å)
C1 2.78 2.64 -2.83
N1 0.38 0.04 0.31
H1 -1.64 -0.28 0.10
H2 -0.93 -0.84 1.63
H3 -0.58 -1.71 0.19
H4 0.43 0.75 -1.79
C2 2.30 1.46 -0.67
C3 -0.82 -0.72 0.46
H5 2.95 1.36 0.20
C4 0.74 0.58 -0.72
C5 2.61 2.20 -1.67



Q: Which formula does entry 6 have?
A: C3H8BrOPS